Entry 1:
The following is a DFT calculation (ωB97M-V/def2-TZVPD) of the ion C3H5N3O with charge +2 at a distorted geometry.

Computed properties:
HOMO (alpha / beta)   -19.7 / -19.4 eV
LUMO level (alpha / beta)   -13.278 / -13.328 eV
Charge   +2
Kohn-Sham gap (alpha / beta)   6.40 / 6.05 eV

Last columns: bonded neighbours and bond lengths (Å).
Positions of all 12 atoms, in Å:
1 C 0.96 1.63 0.01  N4 1.325, N5 1.379, H8 1.116
2 C -0.55 -0.11 0.14  C3 1.384, N5 1.245
3 C -1.35 -1.22 -0.01  C2 1.384, H9 1.049, H10 1.169, H11 1.157
4 N 1.89 0.69 0.10  C1 1.325, N6 1.157
5 N -0.31 1.10 -0.07  C1 1.379, C2 1.245, H12 1.147
6 N 1.81 -0.47 0.15  N4 1.157, O7 1.111
7 O 2.17 -1.51 0.26  N6 1.111
8 H 1.29 2.69 -0.06  C1 1.116
9 H -1.00 -1.76 -0.84  C3 1.049
10 H -2.45 -1.05 -0.36  C3 1.169
11 H -1.42 -1.95 0.89  C3 1.157
12 H -1.04 1.97 -0.20  N5 1.147

Entry 2:
The following is a DFT calculation (ωB97M-V/def2-TZVPD) of a cluster of 2 separate species, C3H5N3O2PS in total at a distorted geometry.

Computed properties:
HOMO (alpha / beta)   -3.1 / -3.0 eV
LUMO level (alpha / beta)   0.146 / 0.032 eV
Charge   -1
Kohn-Sham gap (alpha / beta)   3.25 / 3.00 eV

Last columns: bonded neighbours and bond lengths (Å).
Positions of all 15 atoms, in Å:
1 C -1.78 -0.58 0.50  C2 1.436, N4 1.332, H11 1.026
2 C -0.99 0.00 -0.56  C1 1.436, N5 1.288, P9 1.874
3 C 1.65 0.73 0.82  O8 1.424, H12 1.119, H13 1.159, H14 1.130
4 N -2.12 -1.78 0.03  C1 1.332, N6 1.341
5 N -0.94 -0.80 -1.56  C2 1.288, N6 1.331
6 N -1.61 -1.89 -1.21  N4 1.341, N5 1.331, H15 1.008
7 O -1.42 2.59 -0.41  P9 1.492
8 O 0.58 1.65 1.00  C3 1.424, P9 1.720
9 P -0.22 1.71 -0.52  C2 1.874, O7 1.492, O8 1.720
10 S 4.40 -0.41 -0.44  no bonds
11 H -1.94 -0.02 1.34  C1 1.026
12 H 2.36 1.04 0.02  C3 1.119
13 H 1.15 -0.32 0.79  C3 1.159
14 H 2.18 0.83 1.81  C3 1.130
15 H -1.29 -2.76 -1.61  N6 1.008

Entry 3:
The following is a DFT calculation (ωB97M-V/def2-TZVPD) of a cluster of 2 separate species, C3H5N3O2S in total at a distorted geometry.

Computed properties:
HOMO   -9.0 eV
LUMO level   0.250 eV
Charge   0
Kohn-Sham gap   9.30 eV

Last columns: bonded neighbours and bond lengths (Å).
Positions of all 14 atoms, in Å:
1 C 2.26 1.33 -0.14  C3 1.294, N4 1.245
2 C -0.70 -2.26 0.28  N5 1.177
3 C 2.26 0.44 0.80  C1 1.294, H10 1.183, H12 1.089
4 N 2.36 2.17 -1.06  C1 1.245, H11 1.027
5 N -1.35 -1.28 0.23  C2 1.177, S9 1.682
6 N -3.76 -0.21 -0.45  S9 1.649, H13 0.994, H14 0.939
7 O -2.37 0.50 1.51  S9 1.402
8 O -1.62 0.87 -0.84  S9 1.402
9 S -2.26 0.13 0.16  N5 1.682, N6 1.649, O7 1.402, O8 1.402
10 H 3.30 0.30 1.35  C3 1.183
11 H 2.12 3.14 -0.84  N4 1.027
12 H 1.51 -0.34 0.86  C3 1.089
13 H -3.82 -0.11 -1.44  N6 0.994
14 H -4.29 -0.88 -0.07  N6 0.939

Entry 4:
The following is a DFT calculation (ωB97M-V/def2-TZVPD) of an isolated molecule of C3H5N3O3 at a distorted geometry.

Computed properties:
HOMO   -9.6 eV
SMILES string   [H]/N=C(/NO)O/N=C/C=O
LUMO level   -1.792 eV
Charge   0
Kohn-Sham gap   7.76 eV

Last columns: bonded neighbours and bond lengths (Å).
Positions of all 14 atoms, in Å:
1 C 0.47 -1.23 0.35  N9 1.468, N10 1.317, O13 1.330
2 C -1.07 1.87 -0.20  C3 1.382, H7 1.108, N11 1.386
3 C -1.35 2.61 -1.33  C2 1.382, H8 1.135, O14 1.237
4 H 1.54 -2.92 0.72  O12 1.003
5 H 1.59 -0.81 2.20  N9 1.095
6 H -0.23 -1.82 -1.49  N10 1.212
7 H -0.68 2.20 0.79  C2 1.108
8 H -0.84 2.29 -2.30  C3 1.135
9 N 0.96 -1.55 1.69  C1 1.468, H5 1.095, O12 1.440
10 N 0.66 -2.02 -0.69  C1 1.317, H6 1.212
11 N -0.96 0.52 -0.50  C2 1.386, O13 1.427
12 O 1.67 -2.81 1.70  H4 1.003, N9 1.440
13 O -0.27 -0.15 0.55  C1 1.330, N11 1.427
14 O -1.47 3.82 -1.50  C3 1.237

Entry 5:
The following is a DFT calculation (ωB97M-V/def2-TZVPD) of an isolated molecule of C3H5N3O8 at a distorted geometry.

Computed properties:
HOMO (alpha / beta)   -8.1 / -11.6 eV
LUMO level (alpha / beta)   -1.044 / -3.941 eV
Charge   0
⟨S²⟩   2.01
Kohn-Sham gap (alpha / beta)   7.09 / 7.65 eV
2S+1   3

Last columns: bonded neighbours and bond lengths (Å).
Positions of all 19 atoms, in Å:
1 C -0.14 -0.48 0.94  C2 1.482, H15 1.028, H16 1.177, H17 1.186
2 C -0.18 -0.35 -0.53  C1 1.482, O9 1.618, O13 1.346, O14 1.358
3 C 3.30 -0.19 -0.26  N4 1.407, N5 1.564, N6 1.345
4 N 4.49 -0.30 0.49  C3 1.407, O7 1.204, O10 1.214
5 N 3.05 1.23 -0.84  C3 1.564, O8 1.188, O11 1.194
6 N 2.31 -1.10 -0.31  C3 1.345, O9 1.336, O12 1.211
7 O 5.05 0.76 0.64  N4 1.204
8 O 3.85 1.60 -1.65  N5 1.188
9 O 1.32 -0.61 -1.07  C2 1.618, N6 1.336
10 O 4.75 -1.36 1.02  N4 1.214
11 O 2.09 1.86 -0.50  N5 1.194
12 O 2.24 -2.24 0.11  N6 1.211
13 O -0.90 -1.28 -1.20  C2 1.346, H18 0.936
14 O -0.37 0.87 -1.11  C2 1.358, H19 0.912
15 H 0.37 0.32 1.34  C1 1.028
16 H 0.39 -1.49 1.24  C1 1.177
17 H -1.25 -0.47 1.35  C1 1.186
18 H -0.99 -1.01 -2.09  O13 0.936
19 H 0.34 1.39 -0.88  O14 0.912

Entry 6:
The following is a DFT calculation (ωB97M-V/def2-TZVPD) of an isolated molecule of C3H5N3OS at a distorted geometry.

Computed properties:
HOMO   -8.9 eV
SMILES string   [H]/N=C1/NSCC=NO1
LUMO level   0.568 eV
Charge   0
Kohn-Sham gap   9.47 eV

Last columns: bonded neighbours and bond lengths (Å).
Positions of all 13 atoms, in Å:
1 C 1.43 -0.54 -0.14  N9 1.294, N10 1.386, O12 1.391
2 C -1.82 0.06 -0.16  C3 1.518, H6 1.077, H7 1.114, S13 1.743
3 C -0.91 1.24 0.14  C2 1.518, H8 1.064, N11 1.302
4 H 3.29 0.11 -0.46  N9 1.093
5 H 0.66 -2.03 1.11  N10 1.045
6 H -2.27 0.04 0.82  C2 1.077
7 H -2.55 0.38 -0.94  C2 1.114
8 H -1.33 2.09 0.63  C3 1.064
9 N 2.71 -0.73 -0.07  C1 1.294, H4 1.093
10 N 0.42 -1.34 0.37  C1 1.386, H5 1.045, S13 1.664
11 N 0.34 1.55 -0.05  C3 1.302, O12 1.390
12 O 1.05 0.63 -0.80  C1 1.391, N11 1.390
13 S -1.03 -1.47 -0.44  C2 1.743, N10 1.664

Entry 7:
The following is a DFT calculation (ωB97M-V/def2-TZVPD) of an isolated molecule of C3H5N3OS at a distorted geometry.

Computed properties:
HOMO   -8.7 eV
SMILES string   Nn1cc(S)c(O)n1
LUMO level   0.646 eV
Charge   0
Kohn-Sham gap   9.34 eV

Last columns: bonded neighbours and bond lengths (Å).
Positions of all 13 atoms, in Å:
1 C 0.07 -1.20 -0.35  C2 1.411, H6 1.049, N10 1.365
2 C -1.12 -0.49 -0.10  C1 1.411, C3 1.306, S13 1.827
3 C -0.77 0.75 0.09  C2 1.306, N11 1.367, O12 1.422
4 H 2.88 -0.63 1.11  N9 1.166
5 H 3.11 -0.13 -0.55  N9 1.062
6 H 0.20 -2.18 -0.01  C1 1.049
7 H -3.29 0.32 -0.12  S13 1.276
8 H -0.73 2.52 0.36  O12 1.072
9 N 2.41 -0.67 0.04  H4 1.166, H5 1.062, N10 1.439
10 N 1.05 -0.26 -0.19  C1 1.365, N9 1.439, N11 1.270
11 N 0.57 0.91 -0.12  C3 1.367, N10 1.270
12 O -1.48 1.96 -0.17  C3 1.422, H8 1.072
13 S -2.90 -0.89 0.00  C2 1.827, H7 1.276

Entry 8:
The following is a DFT calculation (ωB97M-V/def2-TZVPD) of an isolated molecule of C3H5N3OS at a distorted geometry.

Computed properties:
HOMO   -9.3 eV
SMILES string   [H]/N=C\N/N=C/OC=S
LUMO level   -0.304 eV
Charge   0
Kohn-Sham gap   9.00 eV

Last columns: bonded neighbours and bond lengths (Å).
Positions of all 13 atoms, in Å:
1 C 1.83 1.13 -0.06  H5 1.298, N9 1.370, N10 1.519
2 C -0.21 -0.85 0.24  H7 1.109, N11 1.267, O12 1.457
3 C -2.61 -0.60 -0.13  H8 1.134, O12 1.373, S13 1.650
4 H -0.26 1.25 -0.44  N9 1.084
5 H 2.99 1.53 0.36  C1 1.298
6 H 2.89 -0.62 -0.44  N10 1.106
7 H -0.38 -0.31 1.20  C2 1.109
8 H -3.40 -1.41 -0.07  C3 1.134
9 N 0.64 1.79 -0.17  C1 1.370, H4 1.084
10 N 1.93 -0.38 0.06  C1 1.519, H6 1.106, N11 1.400
11 N 0.85 -1.16 -0.39  C2 1.267, N10 1.400
12 O -1.51 -1.42 -0.09  C2 1.457, C3 1.373
13 S -2.77 1.04 -0.06  C3 1.650

Copy entry 5 word for word.
The following is a DFT calculation (ωB97M-V/def2-TZVPD) of an isolated molecule of C3H5N3O8 at a distorted geometry.

Computed properties:
HOMO (alpha / beta)   -8.1 / -11.6 eV
LUMO level (alpha / beta)   -1.044 / -3.941 eV
Charge   0
⟨S²⟩   2.01
Kohn-Sham gap (alpha / beta)   7.09 / 7.65 eV
2S+1   3

Last columns: bonded neighbours and bond lengths (Å).
Positions of all 19 atoms, in Å:
1 C -0.14 -0.48 0.94  C2 1.482, H15 1.028, H16 1.177, H17 1.186
2 C -0.18 -0.35 -0.53  C1 1.482, O9 1.618, O13 1.346, O14 1.358
3 C 3.30 -0.19 -0.26  N4 1.407, N5 1.564, N6 1.345
4 N 4.49 -0.30 0.49  C3 1.407, O7 1.204, O10 1.214
5 N 3.05 1.23 -0.84  C3 1.564, O8 1.188, O11 1.194
6 N 2.31 -1.10 -0.31  C3 1.345, O9 1.336, O12 1.211
7 O 5.05 0.76 0.64  N4 1.204
8 O 3.85 1.60 -1.65  N5 1.188
9 O 1.32 -0.61 -1.07  C2 1.618, N6 1.336
10 O 4.75 -1.36 1.02  N4 1.214
11 O 2.09 1.86 -0.50  N5 1.194
12 O 2.24 -2.24 0.11  N6 1.211
13 O -0.90 -1.28 -1.20  C2 1.346, H18 0.936
14 O -0.37 0.87 -1.11  C2 1.358, H19 0.912
15 H 0.37 0.32 1.34  C1 1.028
16 H 0.39 -1.49 1.24  C1 1.177
17 H -1.25 -0.47 1.35  C1 1.186
18 H -0.99 -1.01 -2.09  O13 0.936
19 H 0.34 1.39 -0.88  O14 0.912